Entry from OMol25: a structure of composition C5H8O (ωB97M-V/def2-TZVPD).

```
14
Properties=species:S:1:pos:R:3:forces:R:3
O 2.039257 -0.162192 -0.558152 4.40 4.84 -0.38
C 1.898714 1.239223 -0.137009 0.22 0.01 1.10
C 1.410173 -1.153767 -0.673940 -5.51 -4.19 1.18
C -1.531729 -0.375675 0.521875 1.78 -0.13 -3.59
C -0.153705 -1.141904 0.423962 -0.19 -1.10 -0.52
C -2.268621 0.003516 -0.549171 -0.99 0.55 2.33
H -0.409752 -2.246660 0.218424 0.45 1.66 0.58
H 1.249729 1.251639 0.815849 1.07 0.22 -1.54
H 3.007520 1.594536 0.001857 -2.44 -0.59 -0.10
H -1.879354 -0.093540 -1.528725 0.04 -0.36 -0.93
H -3.299986 0.490857 -0.405975 1.81 -0.71 -0.29
H 1.414459 1.717520 -1.010556 0.29 0.00 0.82
H 0.350288 -1.058359 1.415130 -0.27 -0.33 -0.50
H -1.826997 -0.065199 1.466431 -0.68 0.13 1.85
```
Forces are in eV/Å.

As for the spin multiplicity: 1. As for the relative energy (zero: lowest compared OMol25 entry of this formula, charge and spin): 6.251 eV. The value obtained for the gap between HOMO and LUMO is 8.22 eV.